This record from the Open Molecules 2025 dataset describes C32H42F2N9O5S2Ti as an isolated structure at a distorted geometry. The level of theory is ωB97M-V/def2-TZVPD.

Each line ends with the Mulliken charge.
CARTESIAN COORDINATES (ANGSTROEM)
Ti -1.077 -0.793 -0.677  -0.24
C -1.231 -2.857 -4.447  -1.76
C -0.926 -2.479 -3.034  0.82
N -1.287 -1.289 -2.556  2.14
N -1.882 -0.374 -3.404  -1.76
C -1.133 0.210 -4.299  0.23
N -1.829 1.040 -5.154  -0.51
S 0.572 0.073 -4.582  -0.58
C -0.252 -3.316 -2.101  0.36
C 0.210 -4.617 -2.395  -1.09
C 0.880 -5.335 -1.443  -0.77
C 1.094 -4.758 -0.183  -1.21
C 0.609 -3.493 0.044  -0.11
N -0.045 -2.767 -0.869  1.19
H -0.625 -2.270 -5.140  0.20
H -2.279 -2.640 -4.663  0.30
H -1.050 -3.911 -4.631  0.63
H -2.733 1.323 -4.807  0.25
H -1.272 1.759 -5.589  0.26
H 0.033 -5.040 -3.372  0.35
H 1.236 -6.333 -1.662  0.43
H 1.621 -5.279 0.603  0.48
H 0.752 -3.019 1.005  0.22
O 1.022 -0.215 -1.564  0.82
C 2.294 -0.681 -1.189  -1.03
C 2.478 -0.543 0.299  0.70
C 3.739 -0.254 0.812  -1.08
C 3.890 -0.107 2.179  -0.50
C 2.776 -0.248 2.991  -0.97
C 1.563 -0.551 2.397  0.07
N 1.410 -0.706 1.077  0.63
H 0.960 -0.195 -2.572  -0.77
H 3.064 -0.083 -1.695  0.53
H 2.440 -1.729 -1.488  0.32
H 4.575 -0.123 0.138  0.54
H 4.856 0.133 2.603  0.40
H 2.826 -0.108 4.060  0.51
H 0.679 -0.653 3.011  0.10
F -2.839 1.487 -1.434  -0.32
C -2.969 0.220 -0.866  -0.05
F -3.473 0.477 0.404  -0.30
H -3.777 -0.262 -1.431  0.47
C -2.107 -2.838 4.761  -1.17
N -1.881 -1.830 3.750  0.38
C -2.853 -0.749 3.763  -0.76
C -1.487 -2.282 2.430  -0.08
C -2.534 -2.728 1.421  0.82
C -3.482 -3.679 1.797  -0.46
C -4.402 -4.175 0.890  -0.84
C -4.368 -3.715 -0.416  -1.18
C -3.432 -2.761 -0.787  -0.46
C -2.496 -2.226 0.111  1.15
H -1.896 -2.422 5.750  0.38
H -1.430 -3.679 4.602  0.32
H -3.135 -3.233 4.789  0.38
H -3.354 -0.732 4.730  0.44
H -3.618 -0.870 2.988  0.29
H -2.365 0.221 3.638  0.11
H -0.764 -3.090 2.577  0.79
H -0.921 -1.469 1.959  -1.52
H -3.493 -4.052 2.810  0.34
H -5.130 -4.914 1.199  0.38
H -5.077 -4.086 -1.147  0.43
H -3.453 -2.410 -1.813  0.32
C 5.213 6.469 -1.300  -1.29
C 4.460 5.353 -0.595  -0.45
S 2.787 5.866 -0.248  1.29
O 2.100 5.999 -1.512  -0.68
O 2.846 7.001 0.640  -0.70
C 2.118 4.464 0.617  -0.21
C 0.592 4.486 0.681  -1.74
N 0.083 3.130 0.812  0.40
C -0.167 2.281 -0.225  0.35
N -0.668 1.147 0.220  0.89
C -0.813 1.271 1.586  -1.03
C -0.298 2.477 1.979  0.47
N -0.050 2.920 3.251  0.86
O 0.622 3.997 3.426  -0.84
O -0.428 2.158 4.198  -0.83
C 0.115 2.612 -1.645  -1.33
H 6.226 6.142 -1.532  0.38
H 5.267 7.352 -0.668  0.34
H 4.715 6.736 -2.230  0.35
H 4.911 5.099 0.364  0.40
H 4.388 4.457 -1.210  0.37
H 2.533 4.463 1.624  0.52
H 2.464 3.584 0.074  0.18
H 0.165 4.941 -0.212  0.63
H 0.285 5.029 1.571  0.45
H -1.246 0.516 2.211  -0.40
H -0.082 3.662 -1.852  0.67
H -0.516 2.008 -2.294  -0.11
H 1.154 2.405 -1.908  0.10

Computed properties:
ΔE to the lowest compared entry with this formula, charge and spin	14.6	kcal per mole
total charge	-1
<S²>	2.0340
LUMO energy (spin up / spin down)	0.0756 / 0.0605	Eh
E_tot	-107732.903	eV
HOMO (spin up / spin down)	-2.69 / -5.61	eV
multiplicity	3

This record from the Open Molecules 2025 dataset describes C32H42F3GeN5O5SSeSiW as an isolated structure. The level of theory is ωB97M-V/def2-TZVPD.

Each line ends with the Mulliken charge.
CARTESIAN COORDINATES (ANGSTROEM)
W 0.281 -0.027 -0.678  1.45
O -7.549 -0.099 0.178  -0.50
C -6.917 0.829 -0.596  0.65
O -7.566 1.465 -1.385  -0.61
C -5.453 0.951 -0.389  0.91
C -4.838 0.599 0.815  -1.45
C -3.470 0.712 0.966  0.09
C -2.685 1.169 -0.096  -1.12
C -3.296 1.540 -1.292  -0.05
C -4.669 1.437 -1.432  -1.19
N -1.288 1.288 0.081  1.37
C -0.962 2.168 1.061  -0.90
C 0.342 2.207 1.435  0.31
C 0.867 3.064 2.454  -1.26
C 2.146 2.953 2.862  -0.77
C 2.959 1.948 2.237  -0.98
C 2.439 1.180 1.257  -0.51
N 1.146 1.270 0.780  1.47
H -6.879 -0.621 0.636  0.33
H -5.426 0.253 1.660  0.40
H -2.967 0.407 1.876  0.46
H -2.675 1.895 -2.101  0.52
H -5.155 1.725 -2.355  0.40
H -1.719 2.787 1.527  0.43
H 0.187 3.779 2.902  0.46
H 2.544 3.582 3.648  0.36
H 3.989 1.795 2.534  0.41
H 3.059 0.434 0.788  0.34
Se -1.626 -1.869 -0.028  -0.21
C -2.365 -2.729 -1.567  0.72
C -2.822 -2.059 -2.700  -0.25
C -3.448 -2.770 -3.708  -0.54
N -3.664 -4.089 -3.686  -0.73
C -3.235 -4.723 -2.596  -0.55
C -2.597 -4.105 -1.534  -0.47
H -2.681 -0.991 -2.796  0.28
H -3.800 -2.247 -4.592  0.36
H -3.409 -5.796 -2.569  0.35
H -2.274 -4.688 -0.680  0.43
N 1.438 -1.361 0.645  0.17
C 1.970 -2.023 1.421  -0.69
N 2.674 -2.813 2.197  0.20
C 2.076 -4.039 2.733  -0.58
C 1.953 -3.941 4.244  -0.35
O 3.216 -3.620 4.819  -0.50
C 3.612 -2.312 4.406  -0.43
C 3.850 -2.302 2.906  -0.48
H 2.727 -4.879 2.468  0.30
H 1.104 -4.184 2.262  0.41
H 1.656 -4.907 4.655  0.43
H 1.218 -3.178 4.512  0.09
H 4.540 -2.082 4.932  0.44
H 2.837 -1.587 4.659  0.22
H 4.693 -2.958 2.662  0.32
H 4.065 -1.295 2.550  0.34
S -0.513 0.439 -2.674  -0.86
C 0.653 -2.487 -3.777  -1.26
Si 1.201 -2.171 -1.989  1.20
C 3.119 -2.241 -2.131  -1.54
C 0.968 -3.897 -1.188  -0.99
H 1.316 -3.238 -4.222  0.40
H 0.683 -1.581 -4.382  0.29
H -0.370 -2.870 -3.807  0.25
H 3.399 -3.245 -2.467  0.44
H 3.598 -2.066 -1.162  0.18
H 3.536 -1.522 -2.838  0.35
H 1.318 -4.646 -1.908  0.38
H -0.064 -4.124 -0.929  -0.01
H 1.576 -4.006 -0.286  0.27
F -2.282 0.087 4.961  -0.27
C -1.328 -0.865 4.922  0.56
F -1.978 -2.054 4.835  -0.29
F -0.737 -0.857 6.136  -0.30
C -0.334 -0.689 3.718  0.18
O 0.865 -0.853 4.008  -0.63
O -0.899 -0.458 2.650  0.11
C 3.403 3.572 -0.907  -1.44
Ge 2.165 2.574 -2.083  1.10
C 0.497 3.601 -2.032  -1.00
C 2.927 2.772 -3.898  -1.49
C 2.178 0.658 -1.662  -2.09
H 3.687 4.514 -1.387  0.46
H 4.309 2.998 -0.706  0.33
H 2.927 3.798 0.048  0.36
H 0.738 4.664 -1.947  0.51
H -0.110 3.301 -1.178  0.04
H -0.088 3.433 -2.936  0.29
H 2.984 3.823 -4.192  0.40
H 2.305 2.241 -4.622  0.37
H 3.932 2.344 -3.933  0.36
H 3.103 0.480 -1.105  0.40
H 2.320 0.186 -2.634  0.58

Computed properties:
ΔE to the lowest compared entry with this formula, charge and spin	0.0	kcal per mole
total charge	-2
LUMO energy (spin up / spin down)	0.1559 / 0.1559	Eh
E_tot	-202110.502	eV
HOMO (spin up / spin down)	-0.77 / -0.77	eV

This record from the Open Molecules 2025 dataset describes C32H42F3GeN5O5SSeSiW as an isolated structure at a distorted geometry. The level of theory is ωB97M-V/def2-TZVPD.

Each line ends with the Mulliken charge.
CARTESIAN COORDINATES (ANGSTROEM)
W 1.035 0.372 -0.418  0.52
O -6.777 0.455 -0.419  -0.60
C -6.250 1.176 0.598  0.45
O -7.003 1.683 1.386  -0.65
C -4.774 1.279 0.641  0.54
C -3.929 0.414 -0.058  -0.55
C -2.565 0.561 -0.025  1.59
C -1.939 1.600 0.689  -0.21
C -2.799 2.432 1.455  -1.02
C -4.174 2.264 1.422  -1.48
N -0.578 1.688 0.666  0.81
C 0.034 2.483 1.543  -1.23
C 1.369 2.264 1.907  1.32
C 1.965 3.024 2.932  -1.15
C 3.245 2.758 3.335  -0.50
C 3.959 1.752 2.674  -1.39
C 3.344 1.077 1.645  -0.75
N 2.085 1.284 1.267  1.29
H -6.098 0.245 -1.083  0.45
H -4.332 -0.409 -0.641  0.54
H -1.938 -0.132 -0.552  -0.66
H -2.395 3.231 2.060  0.31
H -4.822 2.920 1.995  0.40
H -0.498 3.263 2.069  0.09
H 1.376 3.811 3.393  0.41
H 3.702 3.323 4.140  0.39
H 4.980 1.504 2.938  0.48
H 3.887 0.354 1.065  0.93
Se -0.364 1.320 -2.571  0.01
C -2.145 0.715 -3.143  0.14
C -2.570 -0.599 -3.354  0.00
C -3.915 -0.862 -3.590  -0.56
N -4.868 0.081 -3.658  -0.74
C -4.439 1.348 -3.523  -0.33
C -3.124 1.700 -3.272  -0.45
H -1.864 -1.416 -3.306  0.28
H -4.255 -1.888 -3.722  0.35
H -5.210 2.117 -3.584  0.36
H -2.854 2.741 -3.128  0.36
N -0.058 -0.701 0.988  -0.29
C -0.509 -1.051 1.966  0.18
N -1.183 -1.669 2.908  0.13
C -2.103 -2.754 2.579  -0.19
C -3.521 -2.229 2.661  -0.05
O -3.775 -1.652 3.942  -0.50
C -2.896 -0.556 4.195  -0.01
C -1.456 -1.026 4.193  -0.73
H -1.954 -3.546 3.314  0.31
H -1.877 -3.136 1.587  0.02
H -4.236 -3.039 2.531  0.45
H -3.679 -1.480 1.878  -0.12
H -3.169 -0.146 5.167  0.41
H -3.033 0.217 3.428  -0.13
H -1.311 -1.766 4.981  0.35
H -0.761 -0.203 4.349  0.42
S 1.655 2.634 -1.143  -0.54
C 1.516 -3.374 -1.028  -1.49
Si 0.435 -1.920 -1.572  1.56
C -1.279 -2.751 -1.266  -1.28
C 0.658 -2.032 -3.452  -1.73
H 1.230 -4.266 -1.602  0.45
H 1.379 -3.588 0.041  0.27
H 2.582 -3.172 -1.183  0.22
H -1.617 -3.252 -2.179  0.60
H -2.086 -2.079 -0.939  0.00
H -1.154 -3.524 -0.496  0.45
H 0.058 -2.857 -3.860  0.51
H 1.713 -2.233 -3.682  0.39
H 0.382 -1.105 -3.966  0.30
F 4.639 -2.670 0.891  -0.21
C 3.963 -2.515 2.035  0.63
F 4.770 -1.829 2.881  -0.28
F 3.790 -3.744 2.567  -0.30
C 2.604 -1.779 1.872  0.17
O 1.938 -1.726 2.914  -0.73
O 2.413 -1.361 0.701  -0.66
C 5.070 2.383 -0.774  -1.34
Ge 4.032 1.407 -2.135  0.91
C 3.714 2.586 -3.675  -1.23
C 5.566 0.325 -2.915  -1.59
C 2.789 -0.038 -1.715  -0.85
H 5.732 3.077 -1.314  0.49
H 5.699 1.693 -0.195  0.35
H 4.432 2.954 -0.097  0.31
H 4.611 2.619 -4.312  0.43
H 3.465 3.590 -3.321  0.33
H 2.864 2.216 -4.257  0.30
H 6.445 0.963 -3.110  0.40
H 5.267 -0.140 -3.868  0.35
H 5.876 -0.483 -2.233  0.36
H 3.383 -0.873 -1.332  0.24
H 2.483 -0.332 -2.724  0.20

Computed properties:
ΔE to the lowest compared entry with this formula, charge and spin	45.5	kcal per mole
total charge	-2
<S²>	2.0372
LUMO energy (spin up / spin down)	0.1550 / 0.1459	Eh
E_tot	-202108.617	eV
HOMO (spin up / spin down)	-1.10 / -1.13	eV
multiplicity	3